No. 1
Below is a single C6H6 molecule, with properties calculated with ωB97M-V/def2-TZVPD.

The molecular weight is 78.1 Da. The calculation puts the relative energy (zero: lowest compared OMol25 entry of this formula, charge and spin) at 97.9 kcal/mol. The gap between HOMO and LUMO comes out at 9.59 eV. The calculation puts the energy at -232.0703 hartree. Its SMILES is CC#CC#CC. For the HOMO energy, the calculation gives -8.77 eV. Its maximum force is 0.0149 hartree/bohr.

XYZ file:
```
12
Properties=species:S:1:pos:R:3:mulliken_charge:R:1
C 0.29986 2.31283 -1.42995 -1.036
C 0.22635 1.74933 -0.08291 0.217
C 0.16814 1.06695 0.91596 0.195
C 0.01981 -0.10442 1.64657 -0.195
C -0.15907 -1.30237 1.63184 0.043
C -0.35297 -2.53793 0.86249 -0.844
H 1.22502 1.97337 -1.91392 0.263
H 0.28078 3.40647 -1.43200 0.291
H -0.54191 1.93519 -2.02893 0.263
H -1.25541 -3.10850 1.09179 0.275
H 0.51323 -3.19685 0.92013 0.270
H -0.42382 -2.19408 -0.18108 0.259
```


No. 2
Below is a molecular structure, C7H11N4O2S2, with properties calculated with ωB97M-V/def2-TZVPD.

The molecular weight is 247.3 Da. The calculation puts the relative energy (zero: lowest compared OMol25 entry of this formula, charge and spin) at 18.1 kcal/mol. The gap between HOMO and LUMO (spin up / spin down) comes out at 5.60 / 5.59 eV. The calculation puts the energy at -1438.7121 hartree. As for the net charge: +1. For the HOMO energy (spin up / spin down), the calculation gives -11.67 / -11.67 eV. Its maximum force is 0.0392 hartree/bohr.

XYZ file:
```
26
Properties=species:S:1:pos:R:3:mulliken_charge:R:1
C -0.26206 -1.24667 -0.01500 -0.038
C 0.55156 -2.31494 0.22311 0.369
C 2.74085 1.06926 0.92804 0.161
C 1.24020 0.50462 -0.17278 0.152
C -1.60924 -1.07213 0.61114 -1.581
C 0.44545 1.65425 2.02924 -0.698
C 0.53152 -0.51440 -2.26906 -0.735
N 2.58918 0.35220 -0.28450 -0.082
N 1.32511 1.17116 1.00707 -0.016
N 0.02981 -3.24989 1.26523 0.868
N 0.17101 -0.12204 -0.88142 0.243
O -0.00115 -2.77007 2.36963 -0.517
O -0.27490 -4.35187 0.92591 -0.523
S 3.95678 1.63561 1.80199 -0.167
S 2.04883 -2.76610 -0.38011 -0.342
H -1.55214 -0.67324 1.62512 0.247
H -2.11208 -2.03527 0.68215 0.460
H -2.24061 -0.41731 0.01156 0.433
H 0.94820 2.47269 2.54290 0.279
H -0.48595 2.01789 1.59779 0.339
H 0.23937 0.86133 2.75130 0.334
H 1.22911 -1.35160 -2.22384 0.306
H -0.36958 -0.83389 -2.78990 0.376
H 0.98530 0.32132 -2.79464 0.405
H 3.21238 -0.11285 -0.92343 0.221
H -0.62685 0.52928 -0.92293 0.506
```


No. 3
Below is a molecular structure, C5H9N2O, with properties calculated with ωB97M-V/def2-TZVPD.

The molecular weight is 113.1 Da. The calculation puts the relative energy (zero: lowest compared OMol25 entry of this formula, charge and spin) at 109.5 kcal/mol. As for the expectation value of S²: 2.009. The gap between HOMO and LUMO (spin up / spin down) comes out at 4.31 / 7.19 eV. The calculation puts the energy at -380.1114 hartree. As for the net charge: +1. For the HOMO energy (spin up / spin down), the calculation gives -8.11 / -13.91 eV. Its maximum force is 0.1839 hartree/bohr. The multiplicity is 3.

XYZ file:
```
17
Properties=species:S:1:pos:R:3:mulliken_spin:R:1
C -1.22900 -0.47876 1.45324 0.573
C -0.93300 0.96461 -0.61577 0.124
C 0.17635 -1.58963 -0.23136 -0.037
C -0.43618 0.68242 0.84097 -0.012
C 0.42642 0.38217 -0.31143 0.085
N -0.85920 -1.56932 0.77101 0.544
N 1.82651 0.98067 -0.73359 0.036
O -2.07239 -0.39244 2.31296 0.722
H -1.68115 0.37038 -1.10489 -0.030
H -0.94119 2.10178 -0.92891 -0.010
H -0.24139 -1.71104 -1.26131 0.038
H 1.03922 -2.28860 -0.14454 0.021
H -0.33636 1.57897 1.46305 0.007
H -1.21650 -2.57402 0.99940 -0.026
H 2.15924 0.59858 -1.64872 -0.012
H 2.55797 0.91672 0.01411 -0.004
H 1.76062 2.02750 -0.87421 -0.019
```


No. 4
Below is a gas-phase ion, CH4BrN2 (charge +1), with properties calculated with ωB97M-V/def2-TZVPD.

The molecular weight is 124.0 Da. The calculation puts the relative energy (zero: lowest compared OMol25 entry of this formula, charge and spin) at 47.1 kcal/mol. The gap between HOMO and LUMO comes out at 10.46 eV. The calculation puts the energy at -2723.7081 hartree. Its SMILES is NC(=[NH2+])Br. As for the net charge: +1. For the HOMO energy, the calculation gives -15.77 eV. Its maximum force is 0.1464 hartree/bohr.

XYZ file:
```
8
Properties=species:S:1:pos:R:3:mulliken_charge:R:1
N -0.40002 1.19300 -0.19881 -0.243
C -1.01432 0.06256 -0.02045 0.579
N -0.09804 -1.35798 -0.20960 -0.460
Br -2.77489 -0.07053 0.09090 0.109
H 0.58692 1.41063 -0.25371 0.250
H -0.96769 1.91939 -0.36574 0.211
H 0.88184 -1.14594 -0.04711 0.262
H -0.44843 -2.23077 0.20784 0.292
```